No. 1
ORCA calculation (ωB97M-V with the def2-TZVPD basis set) on C6Cl6F6MnO6Sb as an isolated structure.

Each line ends with the Löwdin charge.
Atoms and positions in Å:
O1 -1.419 -1.334 -0.400  -0.272
Mn1 -0.123 0.023 -0.092  0.580
O2 -2.486 -0.371 -2.275  -0.193
Cl1 -1.261 -0.883 -1.853  0.760
Cl2 3.486 3.308 1.909  0.764
F1 1.970 -3.238 1.289  -0.320
F2 4.538 -3.253 0.430  -0.316
C1 2.577 1.908 4.041  -0.690
F3 2.417 -3.489 -1.267  -0.312
F4 1.338 -1.255 -0.280  -0.394
F5 3.759 -1.254 -1.223  -0.325
C2 2.502 2.138 2.643  -0.709
Cl3 1.513 1.623 0.195  0.977
O3 -0.222 0.231 -1.993  -0.314
Cl4 -0.093 -0.992 4.570  0.838
O4 -0.025 -0.306 1.802  -0.073
C3 1.630 1.402 1.904  -0.508
C4 1.767 0.931 4.658  -0.704
Sb1 2.993 -2.349 0.044  1.347
O5 -0.784 -1.974 -2.571  -0.189
O6 -1.249 1.148 0.134  -0.139
Cl5 3.651 2.812 4.957  0.775
Cl6 1.885 0.679 6.329  0.752
F6 3.290 -1.013 1.314  -0.329
C5 0.891 0.188 3.904  -0.614
C6 0.785 0.395 2.486  -0.391

Values from the calculation:
2S+1	1
DFT total energy	-147794.48536	eV
orbital gap (alpha / beta)	4.52 / 4.52	eV

No. 2
ORCA calculation (ωB97M-V with the def2-TZVPD basis set) on an isolated ion of composition C7H10N3O and charge +1.

Each line ends with the Löwdin charge.
Atoms and positions in Å:
C1 2.121 0.840 0.106  -0.123
H1 -0.958 -1.684 1.659  0.123
O1 0.118 -1.828 -0.560  0.103
H2 -1.464 1.505 -0.848  0.072
H3 -2.225 -0.364 -2.310  0.132
C2 -0.893 -0.974 -0.838  -0.332
C3 1.935 -0.521 0.120  0.011
C4 -1.238 1.294 0.145  0.014
N1 -1.252 -0.228 0.186  0.033
H4 -1.999 1.647 0.806  0.098
H5 0.062 3.332 0.637  0.113
C5 0.782 -1.350 0.613  -0.234
H6 -1.187 -1.454 -2.836  0.133
H7 3.111 1.020 -0.353  0.126
N2 1.373 1.893 0.466  0.048
H8 1.188 -2.187 1.226  0.177
H9 2.768 -1.084 -0.259  0.110
H10 -0.475 -0.288 2.200  0.115
N3 -1.527 -1.007 -2.022  0.288
C6 -0.441 -0.827 1.341  -0.003
C7 0.198 2.266 0.519  -0.003

Values from the calculation:
2S+1	1
DFT total energy	-13929.40625	eV
orbital gap	9.17	eV
structure (SMILES)	NC1=[N+]2C/C=N\C=C/[C@@H](C2)O1
total charge	+1

No. 3
ORCA calculation (ωB97M-V with the def2-TZVPD basis set) on H16O8 as an isolated structure.

Each line ends with the Löwdin charge.
Atoms and positions in Å:
H1 -1.298 -0.780 -0.804  -0.012
H2 -0.032 -1.387 1.265  0.030
O1 2.601 0.726 0.356  -0.096
O2 -0.552 0.200 -1.914  -0.172
O3 -2.058 1.366 1.174  -0.194
H3 -0.760 2.105 0.076  0.024
H4 0.632 -1.059 -0.421  0.131
O4 1.644 -0.993 -1.080  -0.334
H5 -0.258 1.162 -1.645  0.049
H6 1.734 1.266 0.203  0.057
H7 2.011 -2.188 -0.799  0.260
H8 1.206 0.205 1.367  0.050
H9 0.921 -0.286 2.692  0.101
O5 0.074 -2.392 0.716  -0.332
H10 0.437 -0.044 -2.129  0.083
O6 0.445 -0.219 1.862  -0.033
H11 -1.255 1.319 1.872  0.096
H12 0.020 3.236 -0.854  0.149
H13 -1.015 -2.735 0.210  0.206
O7 0.059 2.270 -0.461  -0.113
H14 2.667 0.110 -0.348  -0.038
H15 -2.051 0.413 0.588  0.110
H16 -3.021 -0.979 -1.455  0.286
O8 -2.151 -1.314 -0.471  -0.307

Values from the calculation:
2S+1	1
DFT total energy	-16633.60340	eV
orbital gap	10.15	eV